[1]
Molecular formula: C5H12N2OS
Method: DFT, wB97M-V/def2-TZVPD

Summary:
* frontier orbital gap: 10.052 eV
* spin multiplicity: 1
* ΔE to the lowest compared entry with this formula, charge and spin: 259.51 kJ/mol
* net charge: 0

Positions of all 21 atoms, in Å:
C 0.108 -1.638 0.005
C -2.744 0.333 -0.291
C -3.965 0.464 -1.209
C 2.959 0.250 -1.098
C 3.653 0.097 1.144
N -2.376 -0.798 0.136
N 2.973 -0.367 0.036
O -0.516 0.434 1.513
S -0.967 -0.961 1.278
H 1.080 -1.992 0.656
H 0.551 -0.916 -0.611
H -2.244 1.264 -0.048
H -3.632 0.471 -2.225
H -4.575 -0.382 -1.073
H -4.254 1.546 -0.987
H 3.422 1.203 -1.040
H 2.426 0.318 -2.000
H -0.380 -2.562 -0.425
H 2.807 0.202 1.952
H 4.342 -0.634 1.516
H 4.251 1.095 1.025

---

[2]
Molecular formula: C5H12N2OS
Method: DFT, wB97M-V/def2-TZVPD

Summary:
* frontier orbital gap: 7.460 eV
* spin multiplicity: 1
* ΔE to the lowest compared entry with this formula, charge and spin: 47.20 kJ/mol
* net charge: +2

Positions of all 21 atoms, in Å:
C 0.701 0.425 -0.813
C 1.376 -0.588 -0.673
C -4.347 -0.368 0.276
C -0.347 2.486 0.142
C 3.366 -1.385 0.340
N -0.074 1.431 -0.845
N 2.379 -1.539 -0.682
O -5.108 0.327 -0.485
S -2.840 -0.763 -0.144
H -3.061 -0.177 -1.467
H -4.597 -0.688 1.247
H -1.418 2.511 0.291
H -0.108 2.068 1.062
H 0.021 3.398 -0.230
H 2.871 -1.735 1.345
H 4.365 -1.911 0.275
H 3.639 -0.208 0.257
H -0.201 1.730 -1.819
H 2.097 -2.485 -0.504
H 2.840 -1.608 -1.687
H -6.116 0.417 -0.114

---

[3]
Molecular formula: C5H12N2RhSSe2Te3
Method: DFT, wB97M-V/def2-TZVPD

Summary:
* frontier orbital gap (alpha / beta): 7.134 / 5.506 eV
* spin multiplicity: 5
* net charge: +1

Positions of all 26 atoms, in Å:
Rh -0.449 -0.282 1.272
Se -0.930 2.136 1.574
Te -2.982 2.442 2.910
Te -4.240 0.037 2.546
Se -2.335 -1.501 2.293
C 2.917 -2.207 1.503
Te 1.691 -0.996 2.794
C 1.161 -2.748 3.943
H 3.904 -2.309 1.947
H 2.991 -1.736 0.531
H 2.453 -3.184 1.400
H 1.098 -3.605 3.275
H 0.203 -2.601 4.427
H 1.931 -2.914 4.694
S -0.582 -0.728 -1.073
C -0.639 0.632 -2.074
N -1.316 0.671 -3.221
C -1.063 1.892 -3.968
C -0.151 2.692 -3.011
N 0.023 1.773 -1.897
H -1.878 -0.081 -3.581
H -2.000 2.410 -4.187
H -0.570 1.658 -4.918
H -0.600 3.628 -2.668
H 0.823 2.927 -3.451
H 0.539 1.995 -1.060